1.
Molecular formula: C5H10N
Method: DFT, ωB97M-V/def2-TZVPD

Net charge: +1
LUMO level, hartree: -0.14837
Calculated total energy, hartree: -250.86178
Energy relative to the best compared isomer or geometry (same formula, charge and spin), kcal/mol: 90.1
Kohn-Sham gap, eV: 9.3
SMILES string: CC=C=CC[NH3+]

Geometry as XYZ:
```
16
C5H10N ωB97M-V/def2-TZVPD
C -2.3248 1.1365 -0.0084
C -1.7656 0.1578 1.0472
C -0.6741 -0.5816 0.4988
C 0.3120 -1.3351 -0.1686
C 1.3976 -0.7347 -1.0042
N 2.0816 0.1037 0.2841
H -1.5007 1.7061 -0.3764
H -3.0854 1.6279 0.4579
H -2.7763 0.6420 -0.9043
H -1.9007 0.2809 2.1081
H 0.2749 -2.2527 -0.6068
H 2.2025 -1.3735 -1.2231
H 1.2148 0.0456 -1.8232
H 1.9820 -0.6433 1.1152
H 1.4813 0.8868 0.3990
H 3.0808 0.3335 0.2048
```

The natural (NBO) scheme yields these atomic charges, measured in e: -0.624 -0.182 0.122 -0.430 -0.151 -0.741 0.219 0.237 0.244 0.254 0.245 0.223 0.247 0.466 0.435 0.437

2.
Molecular formula: H4O2
Method: DFT, ωB97M-V/def2-TZVPD

LUMO level, hartree: 0.03707
Calculated total energy, hartree: -152.86790
Energy relative to the best compared isomer or geometry (same formula, charge and spin), kcal/mol: 4.4
Kohn-Sham gap, eV: 12.1
SMILES string: O.O

Geometry as XYZ:
```
6
H4O2 ωB97M-V/def2-TZVPD
O -0.5078 1.3473 -0.3562
H -0.8179 0.7196 0.2817
H -0.4377 2.1215 0.2049
O 0.4179 -1.2894 0.2838
H 1.3305 -1.5202 0.1805
H 0.0151 -1.3789 -0.5947
```

The natural (NBO) scheme yields these atomic charges, measured in e: -0.934 0.472 0.462 -0.947 0.474 0.475

3.
Molecular formula: C42H36BN10O3P2TeTi
Method: DFT, ωB97M-V/def2-TZVPD

Net charge: +1
LUMO level, hartree: -0.15160
Calculated total energy, hartree: -4220.23631
Energy relative to the best compared isomer or geometry (same formula, charge and spin), kcal/mol: 93.1
Kohn-Sham gap, eV: 5.4

Geometry as XYZ:
```
96
C42H36BN10O3P2TeTi ωB97M-V/def2-TZVPD
Ti 0.1442 0.7048 1.2360
C 0.6176 1.0158 5.4589
C 0.5799 0.0701 4.4415
N 0.9865 0.5996 3.2857
N 1.2854 1.8996 3.5496
C 1.0593 2.1712 4.8412
B 2.0281 2.7853 2.4957
N 2.8697 1.7859 1.6480
C 4.1842 1.7937 1.3940
C 4.4756 0.7635 0.5242
C 3.2502 0.1595 0.2796
N 2.2768 0.7752 0.9535
N 1.0349 3.4567 1.4769
C 0.7889 4.7339 1.1538
C 0.0226 4.7734 0.0028
C -0.1788 3.4457 -0.3333
N 0.4308 2.6479 0.5452
N 2.9290 3.7407 3.2267
C 3.8703 3.3820 4.1437
C 4.4042 4.5249 4.6736
C 3.7076 5.5616 4.0234
N 2.8256 5.0915 3.1660
H 0.3571 0.8827 6.4928
H 0.2629 -0.9599 4.4755
H 1.2556 3.1533 5.2372
H 4.8203 2.5380 1.8414
H 5.4352 0.4887 0.1268
H 3.0364 -0.6852 -0.3501
H 1.2094 5.5197 1.7544
H -0.3301 5.6466 -0.5149
H -0.6992 3.0075 -1.1680
H 4.0880 2.3453 4.3440
H 5.1768 4.6042 5.4168
H 3.8159 6.6265 4.1473
Te -2.1217 -3.4636 0.0052
C -1.6439 -4.3532 -1.8504
C -2.3560 -4.0393 -3.0027
C -1.8922 -4.5090 -4.2235
N -0.7996 -5.2547 -4.3626
C -0.1426 -5.5769 -3.2539
C -0.5163 -5.1540 -1.9842
C -1.3454 -1.6347 -0.5031
P -2.0697 -0.0360 -0.3739
C -2.2873 0.6431 -2.0515
C -2.6037 1.9887 -2.2360
C -2.7946 2.5016 -3.5083
C -2.6776 1.6665 -4.6130
C -2.3923 0.3219 -4.4358
C -2.2018 -0.1905 -3.1610
C -3.7864 -0.2014 0.2253
C -4.0759 -0.8706 1.4160
C -5.3852 -1.0510 1.8295
C -6.4328 -0.5749 1.0564
C -6.1606 0.0776 -0.1348
C -4.8502 0.2660 -0.5483
P 0.3301 -1.2268 -0.3965
C 1.3998 -2.5740 0.1643
C 2.2822 -3.2498 -0.6768
C 3.0671 -4.2801 -0.1777
C 2.9805 -4.6365 1.1600
C 2.1126 -3.9582 2.0056
C 1.3279 -2.9315 1.5097
C 0.8828 -0.7495 -2.0671
C 0.6724 -1.6694 -3.0987
C 0.9726 -1.3335 -4.4065
C 1.4521 -0.0632 -4.7042
C 1.6374 0.8634 -3.6903
C 1.3616 0.5168 -2.3735
H -3.2511 -3.4314 -2.9602
H -2.4283 -4.2706 -5.1359
H 0.7388 -6.1964 -3.3815
H 0.0778 -5.4358 -1.1242
H -2.7574 2.6330 -1.3762
H -3.0454 3.5459 -3.6379
H -2.8209 2.0620 -5.6095
H -2.3184 -0.3338 -5.2938
H -1.9761 -1.2396 -3.0173
H -3.2901 -1.3009 2.0177
H -5.5822 -1.5788 2.7526
H -7.4554 -0.7215 1.3763
H -6.9694 0.4431 -0.7531
H -4.6744 0.7770 -1.4821
H 2.3685 -2.9764 -1.7197
H 3.7492 -4.8001 -0.8367
H 3.5905 -5.4424 1.5455
H 2.0436 -4.2341 3.0490
H 0.6440 -2.4147 2.1759
H 0.2414 -2.6421 -2.8824
H 0.8131 -2.0563 -5.1962
H 1.6688 0.2044 -5.7298
H 1.9979 1.8574 -3.9192
H 1.5177 1.2513 -1.5914
O -1.1987 -0.5203 2.2905
N -1.7601 0.4955 2.8570
O -2.5037 0.4319 3.7741
O -1.3839 1.5803 2.2812
```

The Löwdin scheme yields these atomic charges, measured in e: 1.010 -0.003 -0.110 -0.029 0.015 -0.024 -0.620 0.029 -0.022 -0.001 -0.108 -0.059 0.058 -0.020 -0.002 -0.094 -0.070 -0.024 -0.104 -0.044 -0.132 0.071 0.113 0.127 0.143 0.133 0.111 0.093 0.109 0.111 0.091 0.133 0.101 0.109 1.322 -0.555 -0.139 -0.149 0.066 -0.150 -0.140 -0.996 0.935 -0.368 -0.144 -0.069 -0.065 -0.058 -0.079 -0.323 -0.146 -0.059 -0.062 -0.061 -0.066 0.836 -0.375 -0.087 -0.061 -0.060 -0.059 -0.108 -0.350 -0.105 -0.057 -0.062 -0.059 -0.096 0.096 0.108 0.108 0.089 0.108 0.109 0.109 0.112 0.078 0.069 0.114 0.111 0.111 0.095 0.102 0.112 0.112 0.112 0.090 0.092 0.115 0.111 0.110 0.081 -0.194 -0.503 0.189 -0.087

4.
Molecular formula: C23H26N6O2PtS2
Method: DFT, ωB97M-V/def2-TZVPD

Net charge: +2
LUMO level (alpha / beta), hartree: -0.32668 / -0.32548
Calculated total energy, hartree: -2286.13975
Energy relative to the best compared isomer or geometry (same formula, charge and spin), kcal/mol: 71.6
Kohn-Sham gap (alpha / beta), eV: 4.1 / 4.1

Geometry as XYZ:
```
60
C23H26N6O2PtS2 ωB97M-V/def2-TZVPD
Pt -0.4124 1.3231 -0.4262
N 2.3531 0.4920 -3.7810
C 1.7046 0.6951 -2.6378
S -0.0301 0.8802 -2.7659
N 2.3959 0.7329 -1.5283
N 1.8244 0.8520 -0.3546
C 2.5671 0.9124 0.7139
C 2.1340 0.8594 2.0579
C 3.1255 0.8838 3.0608
C 2.8158 0.7561 4.3919
C 1.4764 0.5673 4.7849
C 0.4833 0.5229 3.8539
C 0.7436 0.7032 2.4580
O -0.2542 0.7095 1.6814
H 1.8399 0.4046 -4.6434
H 3.3519 0.3637 -3.7871
H 3.6463 0.9633 0.5685
H 4.1556 0.9976 2.7552
H 3.5909 0.7897 5.1412
H 1.2317 0.4581 5.8303
H -0.5501 0.3872 4.1303
O -2.8391 1.2451 -1.0929
C -3.1975 2.4252 -1.8056
C -3.4991 3.6009 -0.8741
C -2.4395 3.8330 0.2157
C -1.1501 4.4159 -0.2758
C -1.0304 5.7768 -0.5525
C 0.1935 6.2954 -0.9340
C 1.2829 5.4376 -1.0051
C 1.0867 4.0958 -0.7430
N -0.1021 3.6002 -0.4024
H -3.5171 1.1068 -0.4174
H -4.0859 2.2263 -2.4183
H -2.3620 2.6336 -2.4783
H -4.4468 3.4037 -0.3702
H -3.6256 4.5005 -1.4749
H -2.2103 2.8880 0.7299
H -2.8685 4.5165 0.9504
H -1.8943 6.4149 -0.4504
H 0.3073 7.3455 -1.1599
H 2.2666 5.7965 -1.2580
H 1.9170 3.4049 -0.7924
N -1.9719 -3.2386 -0.3823
C -0.6571 -3.0717 -0.3112
S 0.1119 -1.5752 -0.5753
N 0.1790 -4.0799 -0.0409
C 0.0242 -5.4752 -0.1204
C -0.9137 -6.0883 -0.9504
C -0.9156 -7.4647 -1.0746
C 0.0011 -8.2395 -0.3775
C 0.9304 -7.6305 0.4565
C 0.9471 -6.2566 0.5811
H -2.5681 -2.4508 -0.5675
H -2.3988 -4.1141 -0.1129
H 1.1248 -3.7838 0.1729
H -1.5924 -5.5052 -1.5524
H -1.6198 -7.9317 -1.7448
H 0.0085 -9.3095 -0.5040
H 1.6544 -8.2240 0.9933
H 1.6768 -5.7784 1.2171
```

The natural (NBO) scheme yields these atomic charges, measured in e: 1.149 -0.740 0.277 0.010 -0.331 -0.189 0.108 -0.154 -0.158 -0.185 -0.138 -0.224 0.437 -0.650 0.425 0.434 0.242 0.230 0.245 0.244 0.234 -0.723 -0.078 -0.425 -0.448 0.241 -0.227 -0.106 -0.223 0.047 -0.481 0.500 0.209 0.192 0.225 0.239 0.211 0.258 0.247 0.251 0.252 0.213 -0.756 0.340 -0.186 -0.550 0.101 -0.218 -0.191 -0.192 -0.173 -0.229 0.424 0.426 0.429 0.209 0.232 0.235 0.235 0.218